51
Properties=species:S:1:pos:R:3:forces:R:3 method="wB97M-V/def2-TZVPD" e_lumo_ev="1.489 / 1.490" homo_lumo_gap_ev="6.09 / 6.22" charge=-1 fmax_ev_per_a=0.2 spin_multiplicity=2 e_above_lowest_kj_mol=0.00
Co 0.201 -0.334 -1.885 0.083 0.047 -0.076
C -1.220 4.825 -0.474 0.019 0.018 -0.008
S -2.072 3.387 0.189 -0.007 -0.028 -0.016
C -1.404 2.040 -0.780 0.034 0.039 0.067
S -0.067 2.248 -1.793 0.056 0.047 -0.017
N -2.083 0.958 -0.496 -0.101 -0.063 0.045
N -1.592 -0.183 -1.081 0.055 0.090 -0.025
C -2.348 -1.206 -1.048 -0.110 0.018 0.043
C -1.845 -2.479 -1.562 0.039 -0.131 -0.031
C -2.716 -3.519 -1.859 -0.020 0.105 0.033
C -2.196 -4.691 -2.380 0.017 -0.058 -0.025
C -0.832 -4.783 -2.581 0.007 -0.034 -0.015
C -0.036 -3.694 -2.253 0.021 0.108 -0.016
N -0.519 -2.573 -1.733 -0.047 -0.159 0.040
H -1.620 5.682 0.069 -0.013 -0.004 -0.005
H -1.425 4.932 -1.536 0.007 0.010 -0.001
H -0.145 4.761 -0.325 0.001 -0.022 -0.002
H -3.354 -1.132 -0.645 0.001 0.020 -0.008
H -3.779 -3.388 -1.710 0.002 -0.005 0.003
H -2.849 -5.513 -2.641 -0.003 0.003 0.000
H -0.382 -5.666 -3.012 -0.004 0.004 -0.007
H 1.029 -3.718 -2.439 0.007 0.001 0.024
O -0.899 -1.340 -5.856 0.005 -0.018 0.021
S 0.106 -1.056 -4.851 -0.068 0.061 0.030
O 1.076 -0.022 -5.260 0.035 -0.004 0.012
O -0.633 -0.508 -3.607 -0.027 -0.069 -0.033
O 0.835 -2.279 -4.413 0.012 0.013 -0.025
N 1.000 4.189 7.567 0.012 -0.001 0.002
C 1.027 3.513 6.637 -0.021 0.027 0.029
C 1.060 2.664 5.479 0.004 -0.035 -0.046
C 1.879 1.539 5.469 0.003 0.003 0.008
C 1.917 0.723 4.354 0.016 -0.012 0.000
C 1.124 1.022 3.253 -0.020 -0.004 0.013
C 0.293 2.139 3.259 0.012 -0.002 -0.019
C 0.272 2.962 4.369 0.001 0.007 0.011
N 1.153 0.188 2.115 -0.004 0.032 0.016
C 1.327 -1.185 2.065 0.005 0.011 -0.027
C 1.180 -1.527 0.759 -0.049 -0.031 0.011
N 0.924 -0.400 0.010 0.042 0.049 0.028
C 0.920 0.605 0.845 0.035 0.001 -0.021
H 2.494 1.315 6.330 -0.001 -0.001 -0.001
H 2.575 -0.135 4.329 -0.002 0.002 0.001
H -0.344 2.358 2.409 -0.015 -0.008 0.022
H -0.371 3.832 4.382 -0.001 -0.002 -0.001
H 1.488 -1.776 2.948 0.005 0.002 -0.001
H 1.203 -2.503 0.306 -0.002 0.006 -0.003
H 0.778 1.636 0.564 -0.042 0.006 -0.033
N 2.010 -0.446 -2.701 -0.069 0.007 -0.055
H 2.087 -1.386 -3.100 0.069 -0.048 0.038
H 2.807 -0.201 -2.128 0.026 -0.028 -0.020
H 1.967 0.125 -3.558 -0.004 0.031 0.040

***

42
Properties=species:S:1:pos:R:3:forces:R:3 method="wB97M-V/def2-TZVPD" e_lumo_ev=0.218 homo_lumo_gap_ev=8.36 charge=0 fmax_ev_per_a=13.9 e_above_lowest_kj_mol=1250.70
C 0.097 -0.977 -2.136 -1.913 6.425 -4.814
C -0.952 -1.111 -1.273 -6.389 3.636 4.941
C -1.410 -2.256 -0.911 -3.513 -5.304 2.626
C -2.598 -2.512 -0.060 3.564 -5.940 -1.073
C -3.268 -1.524 0.275 -5.590 7.548 4.286
C -2.905 -0.176 0.106 -1.003 4.316 0.267
C -1.839 -0.081 -0.613 6.607 3.398 -6.300
O -1.212 1.250 -1.302 -2.036 -2.280 2.128
C -1.755 2.515 -0.892 4.073 -3.653 6.025
C -0.480 3.338 -0.420 -3.810 4.163 -0.799
C -0.180 3.390 1.078 4.454 -6.646 -3.635
C -0.160 1.813 1.323 1.581 -4.518 3.409
O -0.866 1.003 2.008 -0.046 4.369 -1.863
N 1.055 1.178 0.921 -8.938 -7.884 6.261
C 1.343 -0.278 0.777 -9.164 1.564 7.782
C 0.453 -1.242 1.630 6.998 -1.900 -5.459
C 0.891 -2.711 1.535 -5.569 5.206 2.672
C 1.982 -3.036 0.950 7.443 2.416 -4.929
C 2.966 -1.952 0.217 -5.241 -2.854 3.917
C 2.509 -0.660 0.414 8.175 -2.614 -6.222
C 3.434 0.267 -0.427 0.249 0.186 9.312
F 3.802 1.305 0.690 0.276 -1.330 -1.180
F 4.567 -0.177 -0.800 1.222 -0.638 -1.350
F 2.850 1.029 -1.171 -2.426 3.006 -5.528
H 3.773 -2.208 -0.437 0.320 -0.307 0.302
H 2.358 -4.007 0.839 0.074 -1.437 0.014
H 0.201 -3.446 1.944 0.266 0.062 0.141
H -0.349 -0.721 1.944 -2.839 0.455 1.570
H 1.556 1.651 0.449 8.496 7.909 -7.653
H 0.875 3.631 1.325 -0.828 0.559 -0.207
H -0.864 3.759 1.652 -3.991 2.599 3.274
H -0.814 4.405 -0.700 0.717 -1.025 0.286
H 0.344 3.177 -1.053 1.081 -0.707 -0.595
H -2.417 2.292 0.022 0.708 1.025 -1.276
H -2.268 2.849 -1.654 -2.594 2.454 -3.777
H -3.333 0.976 0.472 0.495 -4.269 -0.756
H -4.119 -1.424 0.912 -0.878 -1.657 0.545
H -2.999 -3.440 0.527 1.536 0.865 -2.131
H -1.085 -3.183 -1.242 1.607 -1.470 -0.951
H -0.440 -0.790 -3.150 1.853 -0.627 1.076
H 0.693 -0.149 -1.866 0.661 1.135 -0.187
H 0.564 -1.768 -1.904 4.312 -6.233 -0.145

***

56
Properties=species:S:1:pos:R:3:forces:R:3 method="wB97M-V/def2-TZVPD" e_lumo_ev="-4.221 / -6.094" homo_lumo_gap_ev="6.28 / 4.41" charge=+1 fmax_ev_per_a=1.2 spin_multiplicity=2 e_above_lowest_kj_mol=100.06
Rh 0.693 -0.607 1.236 0.130 -1.192 -0.212
C 4.305 -1.744 -0.589 0.003 -0.024 0.049
C 2.992 -1.898 0.069 -0.129 -0.126 -0.146
N 2.678 -1.226 1.161 -0.081 0.038 0.203
N 3.632 -0.501 1.702 -0.242 0.281 0.054
C 3.137 0.575 2.428 0.379 -0.308 0.002
N 4.065 1.441 2.778 -0.103 0.069 0.026
S 1.518 0.744 2.903 -0.212 0.359 -0.304
C 1.888 -2.704 -0.478 0.156 -0.043 0.295
C 2.069 -3.683 -1.441 -0.029 -0.017 0.068
C 0.987 -4.481 -1.793 0.018 -0.003 -0.010
C -0.227 -4.292 -1.163 0.015 -0.019 0.032
C -0.337 -3.281 -0.215 -0.068 0.052 -0.119
N 0.684 -2.502 0.101 -0.304 0.745 -0.427
H 4.298 -0.761 -1.076 -0.004 -0.025 -0.005
H 4.494 -2.512 -1.331 0.011 0.010 -0.010
H 5.105 -1.721 0.149 0.005 -0.013 0.004
H 4.996 1.331 2.402 0.021 -0.051 0.055
H 3.796 2.351 3.120 -0.021 -0.004 -0.005
H 3.036 -3.842 -1.893 -0.005 0.012 -0.017
H 1.104 -5.250 -2.545 -0.001 0.001 -0.004
H -1.088 -4.898 -1.405 0.001 -0.010 0.012
H -1.274 -3.076 0.286 -0.002 0.034 -0.053
N -4.318 2.750 -4.082 -0.086 -0.039 -0.059
C -3.586 2.563 -2.956 0.080 0.001 0.087
C -4.078 2.973 -1.706 0.024 -0.012 -0.056
C -3.327 2.792 -0.567 0.039 0.051 0.024
C -2.071 2.200 -0.661 -0.079 -0.136 -0.049
C -1.573 1.761 -1.890 0.074 0.027 0.008
C -2.320 1.947 -3.025 -0.053 0.039 -0.001
S -1.157 1.946 0.772 0.460 -0.214 0.208
O 0.252 2.296 0.570 -0.332 -0.024 -0.244
O -1.778 2.543 1.907 -0.136 -0.002 -0.038
N -1.053 0.294 0.971 -0.591 0.042 0.115
C -1.813 -0.406 1.870 0.495 0.028 -0.095
N -1.004 -1.379 2.388 0.112 0.528 0.224
C -1.532 -2.191 3.304 0.128 -0.007 -0.059
C -2.851 -2.045 3.680 -0.010 -0.061 0.007
C -3.581 -1.023 3.080 -0.030 -0.002 0.033
N -3.079 -0.193 2.172 0.069 -0.142 0.027
H -5.198 3.229 -4.050 0.017 0.021 -0.004
H -3.945 2.518 -4.984 0.011 0.018 0.005
H -5.050 3.444 -1.640 -0.004 0.004 -0.010
H -3.699 3.118 0.394 0.010 -0.020 0.011
H -0.600 1.288 -1.959 -0.014 0.030 0.021
H -1.929 1.635 -3.985 -0.007 -0.011 -0.005
H -0.882 -2.950 3.722 -0.006 0.005 0.031
H -3.299 -2.695 4.416 0.015 -0.006 0.000
H -4.620 -0.866 3.345 0.000 0.010 -0.006
F 1.334 0.268 -0.401 0.204 -0.108 0.316
Sb 2.131 2.646 -0.735 0.032 0.290 -0.035
F 2.419 3.405 0.974 -0.055 -0.066 -0.165
F 0.807 3.824 -1.360 0.161 -0.080 0.135
F 1.913 1.671 -2.329 -0.080 0.099 0.138
F 3.449 3.761 -1.453 0.000 -0.149 -0.019
F 3.485 1.412 -0.187 0.011 0.121 -0.036

***

60
Properties=species:S:1:pos:R:3:forces:R:3 method="wB97M-V/def2-TZVPD" e_lumo_ev=0.154 homo_lumo_gap_ev=11.24 charge=0 fmax_ev_per_a=4.7 e_above_lowest_kj_mol=76.93
C -2.727 5.844 -0.621 0.711 0.196 0.209
C -1.322 5.204 -0.458 -2.144 -0.134 0.385
O -0.559 6.048 -1.226 2.928 -1.395 1.541
C -1.271 6.830 -1.984 0.565 3.792 -2.654
O -0.822 7.728 -2.676 -0.728 -2.042 1.104
O -2.543 6.557 -1.832 -1.703 0.571 -0.155
F -1.340 3.949 -0.979 0.304 -0.659 -0.569
H -2.916 6.545 0.216 -0.158 -0.355 -0.462
H -3.541 5.177 -0.840 -0.161 -0.538 0.585
H -0.989 5.074 0.565 0.406 0.520 0.054
C 4.237 -2.488 -0.731 -1.242 -0.389 -0.440
C 5.367 -2.370 0.205 1.461 -0.374 0.695
O 5.440 -1.013 0.579 -0.595 -0.327 -1.340
C 4.705 -0.293 -0.376 -0.232 -2.738 -0.018
O 4.710 0.866 -0.486 -0.006 1.807 0.087
O 3.974 -1.160 -1.158 0.745 1.034 0.738
F 6.564 -2.807 -0.385 -0.510 0.801 0.046
H 3.343 -2.918 -0.235 0.409 0.362 -0.356
H 4.529 -3.082 -1.586 -0.068 -0.170 -0.204
H 5.271 -3.023 1.045 -0.072 0.050 0.859
C 4.036 3.414 1.791 -0.462 0.250 1.090
C 5.499 3.362 2.318 -1.639 0.110 0.769
O 5.337 3.033 3.681 -0.355 -0.353 -0.648
C 4.037 3.211 4.068 -0.547 0.911 1.576
O 3.703 3.225 5.220 0.266 -0.404 -1.175
O 3.204 3.488 3.037 1.985 -0.553 -1.182
F 6.128 4.560 2.278 -0.091 0.746 -0.255
H 3.720 2.530 1.217 0.346 0.335 0.244
H 3.854 4.340 1.253 0.031 -0.086 -0.155
H 6.138 2.687 1.813 0.461 -1.006 -0.334
C -1.550 -4.604 -1.058 0.817 0.797 -0.120
C -1.797 -4.787 0.420 -0.100 -1.469 -0.487
O -2.876 -5.679 0.428 -0.572 -0.643 -0.628
C -3.429 -5.738 -0.824 0.702 0.757 0.469
O -4.386 -6.321 -1.134 -1.960 -1.442 -0.078
O -2.737 -5.000 -1.698 0.136 0.444 0.140
F -2.233 -3.664 0.991 0.208 1.015 0.753
H -0.775 -5.237 -1.401 0.953 -0.772 -0.204
H -1.265 -3.598 -1.319 -0.224 0.457 0.030
H -1.000 -5.318 0.961 -0.004 0.914 0.123
C -5.463 -2.716 -2.328 -0.155 -0.806 0.225
C -6.034 -2.717 -0.899 -1.057 0.444 -0.955
O -5.408 -1.574 -0.355 -0.833 -0.630 0.824
C -4.349 -1.211 -1.098 -0.063 -0.534 -0.673
O -3.581 -0.369 -0.816 0.861 1.184 0.695
O -4.280 -1.912 -2.232 -0.585 -0.615 -0.172
F -5.717 -3.851 -0.242 0.870 -0.221 0.551
H -6.155 -2.245 -3.027 0.076 -0.168 -0.053
H -5.207 -3.754 -2.599 -0.032 0.576 -0.142
H -7.149 -2.700 -0.804 0.966 0.755 -0.262
C -0.974 0.211 0.367 -0.052 -1.846 1.980
C 0.427 0.658 0.757 -0.711 1.660 -0.755
O 1.257 -0.429 0.564 0.338 -0.137 0.516
C 0.507 -1.544 0.335 0.618 -0.477 -0.103
O 0.974 -2.643 0.222 -0.073 0.296 0.064
O -0.756 -1.233 0.215 -1.046 0.296 -0.279
F 0.424 1.133 2.053 0.382 -0.576 -0.331
H -1.326 0.577 -0.590 -0.335 0.255 0.320
H -1.640 0.274 1.295 0.514 0.459 -1.806
H 0.732 1.474 0.101 0.454 0.068 0.321

***

Values for E, eV, ordered as above
-107715.0577; -32684.0856; -82490.9053; -72118.4108